# 1
The following is a DFT calculation (wB97M-V/def2-TZVPD) of a 13-piece molecular cluster, C52H86O26 overall in a non-equilibrium geometry.

Computed properties:
Maximum force (eV/A): 5.08
ΔE to the lowest compared entry with this formula, charge and spin (kcal/mol): 86.7
Total energy (Eh): -3989.28063

CARTESIAN COORDINATES (ANGSTROEM)
O1 2.93 -3.64 -0.33
C1 3.66 -3.75 -1.35
O2 5.01 -3.94 -1.34
C2 5.64 -4.16 -0.10
C3 6.06 -2.81 0.56
C4 2.99 -3.47 -2.73
H1 6.47 -4.86 -0.23
H2 4.99 -4.80 0.49
H3 6.86 -2.33 0.00
H4 6.45 -2.85 1.57
H5 5.27 -2.06 0.60
H6 1.90 -3.54 -2.75
H7 3.40 -3.99 -3.59
H8 3.15 -2.41 -2.92
O3 -4.67 -1.01 2.43
C5 -4.74 -0.87 1.19
O4 -5.11 0.24 0.56
C6 -5.47 1.45 1.33
C7 -6.84 1.31 2.04
C8 -4.18 -1.86 0.28
H9 -5.60 2.35 0.74
H10 -4.78 1.83 2.08
H11 -6.69 1.06 3.09
H12 -7.46 0.56 1.55
H13 -7.32 2.29 1.95
H14 -3.09 -1.90 0.29
H15 -4.43 -1.70 -0.77
H16 -4.60 -2.85 0.48
O5 -1.12 -3.83 6.18
C9 -0.62 -2.77 5.74
O6 -1.22 -1.95 4.86
C10 -2.54 -2.28 4.39
C11 -2.57 -3.40 3.39
C12 0.73 -2.26 6.07
H17 -3.02 -1.38 4.00
H18 -3.18 -2.60 5.21
H19 -3.54 -3.78 3.08
H20 -2.13 -4.31 3.81
H21 -1.95 -3.12 2.54
H22 0.73 -2.25 7.16
H23 0.85 -1.27 5.64
H24 1.53 -2.90 5.71
O7 4.87 -0.91 2.94
C13 3.91 -1.25 3.62
O8 3.27 -2.42 3.59
C14 3.84 -3.58 3.04
C15 2.99 -4.75 3.42
C16 3.04 -0.22 4.21
H25 4.88 -3.71 3.35
H26 3.84 -3.47 1.96
H27 2.96 -5.45 2.58
H28 1.93 -4.53 3.55
H29 3.45 -5.27 4.26
H30 2.22 0.00 3.52
H31 3.56 0.73 4.32
H32 2.64 -0.62 5.14
O9 -2.28 -3.31 -1.89
C17 -1.60 -4.27 -1.61
O10 -0.56 -4.59 -2.35
C18 0.14 -5.75 -1.83
C19 -0.24 -5.73 -0.37
C20 -1.70 -5.18 -0.38
H33 1.22 -5.69 -1.99
H34 -0.22 -6.69 -2.24
H35 0.48 -5.11 0.16
H36 -0.22 -6.75 0.01
H37 -1.84 -4.56 0.51
H38 -2.52 -5.84 -0.67
O11 2.39 5.75 -4.84
C21 1.74 4.79 -4.51
O12 1.99 3.55 -5.12
C22 1.01 2.58 -4.76
C23 0.17 3.22 -3.62
C24 0.63 4.65 -3.49
H39 1.39 1.56 -4.63
H40 0.31 2.45 -5.58
H41 0.14 2.71 -2.66
H42 -0.85 3.38 -3.98
H43 1.09 4.75 -2.50
H44 -0.06 5.48 -3.68
O13 -2.31 0.97 0.30
C25 -1.37 0.13 0.27
O14 -1.22 -0.80 1.30
C26 -0.10 -1.58 1.09
C27 0.47 -1.20 -0.34
C28 -0.32 -0.03 -0.84
H45 -0.21 -2.66 1.22
H46 0.63 -1.27 1.83
H47 0.21 -2.01 -1.03
H48 1.56 -1.12 -0.37
H49 -0.71 -0.30 -1.82
H50 0.39 0.79 -0.95
O15 1.72 2.76 1.44
C29 1.51 3.98 1.51
O16 0.72 4.56 2.35
C30 0.85 5.97 2.33
C31 2.12 6.19 1.58
C32 2.29 4.99 0.68
H51 0.91 6.33 3.36
H52 -0.02 6.49 1.92
H53 2.95 6.28 2.28
H54 2.02 7.08 0.97
H55 3.33 4.69 0.59
H56 1.88 4.91 -0.33
O17 4.41 3.68 -1.67
C33 4.63 2.54 -1.23
O18 5.72 2.33 -0.50
C34 5.64 1.00 0.07
C35 4.55 0.29 -0.71
C36 3.72 1.34 -1.28
H57 5.26 1.08 1.09
H58 6.55 0.40 0.10
H59 3.93 -0.38 -0.12
H60 5.08 -0.31 -1.45
H61 2.78 1.46 -0.74
H62 3.59 1.06 -2.33
O19 0.84 -0.64 -3.76
C37 0.72 -1.44 -4.67
O20 1.35 -1.16 -5.80
C38 1.06 -2.16 -6.82
C39 -0.18 -2.82 -6.25
C40 -0.18 -2.61 -4.78
H63 1.92 -2.76 -7.10
H64 0.81 -1.58 -7.71
H65 -0.29 -3.90 -6.40
H66 -1.12 -2.40 -6.60
H67 0.18 -3.40 -4.12
H68 -1.15 -2.41 -4.32
O21 0.06 1.07 4.51
C41 -0.83 1.94 4.45
O22 -0.88 2.90 5.41
C42 -1.93 3.80 5.11
C43 -2.90 3.04 4.24
C44 -1.94 2.15 3.43
H69 -1.51 4.70 4.66
H70 -2.31 4.00 6.11
H71 -3.42 3.67 3.51
H72 -3.60 2.47 4.85
H73 -1.55 2.65 2.55
H74 -2.35 1.21 3.08
O23 -2.78 2.48 -5.41
C45 -3.04 1.73 -4.53
O24 -4.17 1.81 -3.72
C46 -4.22 0.79 -2.71
C47 -3.24 -0.24 -3.15
C48 -2.26 0.45 -4.13
H75 -5.17 0.24 -2.74
H76 -3.99 1.24 -1.74
H77 -3.77 -0.94 -3.79
H78 -2.67 -0.77 -2.39
H79 -2.15 -0.10 -5.07
H80 -1.33 0.81 -3.69
O25 -0.50 5.73 -0.75
C49 -1.62 5.28 -0.92
O26 -2.21 5.28 -2.11
C50 -3.58 4.78 -2.09
C51 -3.58 4.06 -0.78
C52 -2.55 4.74 0.12
H81 -3.74 4.13 -2.95
H82 -4.28 5.61 -2.03
H83 -3.19 3.06 -0.98
H84 -4.59 3.99 -0.37
H85 -2.04 4.12 0.86
H86 -3.00 5.63 0.56



# 2
The following is a DFT calculation (wB97M-V/def2-TZVPD) of a 2-piece molecular cluster, C5H5ClS overall in a non-equilibrium geometry.

Computed properties:
Maximum force (eV/A): 6.16
ΔE to the lowest compared entry with this formula, charge and spin (kcal/mol): 99.3
Total energy (Eh): -1051.70634

CARTESIAN COORDINATES (ANGSTROEM)
C1 0.78 -0.37 -0.48
C2 0.30 0.98 -0.13
C3 -1.04 0.89 -0.02
C4 -1.55 -0.48 0.06
C5 -0.38 -1.19 -0.26
H1 2.76 0.48 1.87
H2 1.24 -0.10 -1.47
H3 1.02 1.88 0.04
H4 -1.87 1.65 0.38
H5 -0.34 -2.32 -0.55
S1 2.34 -0.77 0.30
Cl1 -3.26 -0.64 0.24



Number 1: gap between HOMO and LUMO 0.346 hartree. Number 2: gap between HOMO and LUMO 0.275 hartree.